Record 1
Formula: C18H36O18
Source: the OMol25 dataset
Level of theory: ωB97M-V with the def2-TZVPD basis set

```
! wB97M-V def2-TZVPD RIJCOSX def2/J DEFGRID3
* xyz 0 1
O -4.757 4.933 -2.621
O 0.002 -0.099 0.032
O -2.243 -0.103 -0.067
O -3.053 3.859 -1.604
O 1.962 -5.632 2.160
O -0.148 1.624 -3.714
O 5.024 -1.042 -0.208
O -3.495 3.499 -3.777
O 0.789 2.069 -1.749
O -2.341 -0.576 5.323
O -1.107 1.379 1.353
O 3.583 -0.356 -1.785
O 1.868 -4.420 0.268
O 2.029 2.270 -3.654
O -0.295 -0.708 4.338
O 3.450 0.359 0.371
O 0.138 -4.446 1.650
O -1.973 -2.114 3.784
C 0.294 -1.297 -0.734
C -1.453 -1.202 4.453
C -0.259 1.470 -5.109
C 1.800 2.783 -1.006
C -3.646 -1.050 5.471
C -1.956 3.129 -1.695
C 3.192 -4.959 -0.116
C 0.709 -1.345 3.532
C 4.023 -0.417 -0.506
C 0.989 2.001 -3.054
C -2.278 1.877 1.929
C -1.139 0.438 0.432
C -3.789 4.128 -2.680
C 1.423 -4.863 1.372
C 3.925 -1.272 -2.661
C -5.361 5.406 -3.802
C -0.667 -4.766 2.841
C 3.782 0.355 1.650
H 3.993 -4.795 0.497
H -1.499 3.148 -0.728
H 4.712 -1.113 -3.296
H 0.603 0.989 -5.505
H -4.191 -1.379 4.504
H -1.049 1.076 -5.473
H -3.490 -1.946 5.940
H -1.468 -4.309 2.843
H 1.510 2.744 -0.057
H -0.173 -4.381 3.762
H -2.237 2.822 2.250
H 1.401 -1.430 -1.019
H -5.980 6.258 -3.791
H 2.168 3.829 -1.290
H -2.376 1.333 2.753
H -6.062 4.558 -4.042
H -0.344 -1.411 -1.523
H 0.330 -1.412 2.523
H 1.260 -2.216 3.975
H 3.122 -1.500 -3.341
H -0.698 -5.699 2.830
H -4.169 -0.474 6.098
H -3.253 1.907 1.359
H 4.383 -2.064 -2.293
H 3.561 -4.381 -0.826
H 1.571 -0.541 3.386
H -0.226 2.363 -5.613
H 3.150 -5.940 -0.411
H 3.439 1.294 2.364
H -2.067 2.127 -1.998
H -0.108 -2.092 -0.133
H 2.802 2.345 -1.094
H -4.717 5.828 -4.644
H -1.133 3.334 -2.277
H 3.479 -0.409 2.154
H 4.734 0.624 1.697
*
```

The energy above the lowest of the compared OMol25 structures with the same formula, charge and spin is 11.670 eV. Its structure (SMILES) is COC(=O)OC.COC(=O)OC.COC(=O)OC.COC(=O)OC.COC(=O)OC.COC(=O)OC. As for the molecular weight: 540.47 g mol⁻¹. The calculation puts the gap between HOMO and LUMO at 10.31 eV. The HOMO energy comes out at -9.8 eV.


Record 2
Formula: C5H4O
Source: the OMol25 dataset
Level of theory: ωB97M-V with the def2-TZVPD basis set

```
! wB97M-V def2-TZVPD RIJCOSX def2/J DEFGRID3
* xyz 0 1
O 0.860 0.327 2.513
C 0.649 1.025 1.309
C 0.579 0.171 0.115
C 0.228 -0.453 -0.859
C -1.220 -1.384 -2.777
C -0.463 -1.006 -1.918
H -1.951 -1.669 -3.499
H 1.450 1.764 1.222
H 0.174 -0.350 2.581
H -0.306 1.574 1.314
*
```

The energy above the lowest of the compared OMol25 structures with the same formula, charge and spin is 2.604 eV. Its structure (SMILES) is C#CC#CCO. As for the molecular weight: 80.09 g mol⁻¹. The calculation puts the gap between HOMO and LUMO at 10.19 eV. The HOMO energy comes out at -9.5 eV.


Record 3
Formula: C2H8IN2
Source: the OMol25 dataset
Level of theory: ωB97M-V with the def2-TZVPD basis set

```
! wB97M-V def2-TZVPD RIJCOSX def2/J DEFGRID3
* xyz 1 1
I -2.558 -0.214 0.069
N 0.530 -1.578 -0.328
N -0.155 0.998 -1.196
C 0.155 0.783 1.263
C -0.551 0.556 -0.028
H 1.256 0.630 1.038
H 0.484 -1.789 -1.343
H -0.244 -2.170 0.043
H -0.233 0.123 2.054
H 1.555 -1.558 0.031
H -0.243 1.685 1.714
H -0.613 0.943 -2.013
H 0.616 1.590 -1.304
*
```

The energy above the lowest of the compared OMol25 structures with the same formula, charge and spin is 1.358 eV. As for the molecular weight: 187.00 g mol⁻¹. The calculation puts the gap between HOMO and LUMO at 9.73 eV. The HOMO energy comes out at -14.2 eV.


Record 4
Formula: C21H36P2Sn
Source: the OMol25 dataset
Level of theory: ωB97M-V with the def2-TZVPD basis set

```
! wB97M-V def2-TZVPD RIJCOSX def2/J DEFGRID3
* xyz 2 1
Sn 2.769 0.299 0.787
P 0.432 -2.041 -1.406
P 1.101 1.370 -0.906
C -2.112 1.290 -0.583
C -0.127 -3.452 -2.451
C -2.789 1.013 -1.703
C 2.484 1.802 3.431
C 0.780 2.179 5.123
C 0.130 2.406 -2.141
C 1.570 1.139 2.608
C -0.119 1.435 4.345
C 2.096 2.315 4.679
C 0.687 -0.805 -2.736
C -2.724 -1.925 -1.209
C -1.994 0.500 0.670
C 2.023 -2.693 -0.846
C 2.824 -1.544 2.002
C 2.065 2.937 -0.417
C 1.687 0.313 -2.405
C 0.302 0.878 3.131
C -4.038 0.231 -1.722
C -3.934 -1.130 -0.989
C -1.598 -1.930 -0.400
C -1.270 -0.875 0.665
H -0.181 -0.687 0.666
H -0.447 0.228 2.655
H 3.156 2.795 -0.371
H -1.589 2.266 -0.513
H -2.810 -2.737 -1.930
H -1.151 1.281 4.674
H 2.816 -2.435 1.391
H -4.739 -1.802 -1.332
H -0.579 1.813 -2.736
H 1.811 3.739 -1.130
H -4.299 0.093 -2.794
H -1.113 -3.284 -2.903
H 2.548 -3.253 -1.634
H -4.081 -0.893 0.068
H -1.264 -2.941 -0.049
H 3.532 1.926 3.140
H 0.605 -3.620 -3.255
H -1.416 1.139 1.346
H 0.873 2.857 -2.818
H 0.454 2.628 6.071
H -1.426 -1.379 1.636
H 2.689 -1.871 -0.528
H -0.177 -4.363 -1.838
H -4.825 0.866 -1.285
H 3.770 -1.499 2.567
H 1.723 3.240 0.583
H 2.834 2.846 5.298
H -2.952 0.355 1.186
H 1.965 -1.542 2.677
H -0.305 -0.404 -3.023
H 1.800 -3.362 0.002
H 2.701 -0.060 -2.205
H 1.733 1.015 -3.250
H -2.533 1.491 -2.650
H 1.043 -1.378 -3.601
H -0.415 3.221 -1.642
*
```

The energy above the lowest of the compared OMol25 structures with the same formula, charge and spin is 3.458 eV. As for the molecular weight: 469.18 g mol⁻¹. The calculation puts the gap between HOMO and LUMO (alpha / beta) at 6.45 / 4.95 eV. The HOMO energy (alpha / beta) comes out at -14.4 / -14.3 eV.


Record 5
Formula: C6H9NO
Source: the OMol25 dataset
Level of theory: ωB97M-V with the def2-TZVPD basis set

```
! wB97M-V def2-TZVPD RIJCOSX def2/J DEFGRID3
* xyz 0 1
O -0.778 0.726 -1.563
N -0.252 -0.291 1.906
C -0.658 0.478 -0.090
C 0.874 -0.604 0.882
C 0.875 0.591 0.048
C -0.186 -0.627 -1.873
C 1.028 -0.535 -0.894
C -0.843 0.920 1.449
H -1.919 1.386 1.898
H 1.933 -0.732 -1.788
H -1.024 -0.631 0.063
H -1.000 -1.201 1.815
H 1.367 1.505 -0.333
H 1.707 -0.675 1.729
H 0.112 -0.799 -2.925
H -0.262 1.827 1.542
H -0.972 -1.337 -1.866
*
```

The energy above the lowest of the compared OMol25 structures with the same formula, charge and spin is 9.815 eV. Its structure (SMILES) is C1O[C@@H]2CN[C@H]3[C@@H]1[C@H]32. As for the molecular weight: 111.14 g mol⁻¹. The calculation puts the gap between HOMO and LUMO at 9.96 eV. The HOMO energy comes out at -9.0 eV.


Record 6
Formula: C3H5AlB3Cl2F4O3
Source: the OMol25 dataset
Level of theory: ωB97M-V with the def2-TZVPD basis set

```
! wB97M-V def2-TZVPD RIJCOSX def2/J DEFGRID3
* xyz -1 1
Cl -0.838 0.773 2.285
Cl -0.303 -0.366 -1.840
Al 5.166 0.996 -0.374
F 5.765 1.503 1.147
F 6.401 1.116 -1.552
F 4.629 -0.630 -0.264
F 3.836 1.990 -0.823
O -3.105 0.321 -1.126
O -3.888 -1.772 -0.268
O -3.584 0.080 1.171
C -0.079 0.048 -0.160
C 1.346 0.052 0.284
C -1.119 0.318 0.599
B -3.953 -1.245 1.013
B -3.916 -0.779 -1.255
B -2.613 0.267 0.171
H -4.621 -0.907 -2.197
H 1.791 -0.878 -0.079
H 1.903 0.919 -0.088
H -4.256 -1.843 1.987
H 1.437 0.038 1.369
*
```

As for the molecular weight: 295.39 g mol⁻¹. The calculation puts the gap between HOMO and LUMO at 9.50 eV. The HOMO energy comes out at -7.4 eV.